# C35H63N6NaO2SSb

C35H63N6NaO2SSb as an isolated structure (wB97M-V/def2-TZVPD, the OMol25 dataset).

Each line ends with the Löwdin charge.
Atoms and positions in Å:
1 Na -0.28 -0.08 1.70  0.171
2 C -0.21 0.38 5.06  -0.081
3 N 0.76 0.66 4.01  -0.203
4 C 1.12 2.06 4.02  -0.095
5 C 1.85 -0.27 4.02  -0.192
6 C 3.12 0.10 4.42  -0.057
7 C 4.19 -0.79 4.36  -0.139
8 C 3.97 -2.07 3.88  -0.135
9 C 2.70 -2.46 3.48  -0.050
10 C 1.58 -1.60 3.54  -0.233
11 N 0.32 -1.85 3.10  0.038
12 C -0.21 -3.09 2.93  -0.232
13 C 0.26 -4.31 3.49  -0.047
14 C -0.36 -5.52 3.23  -0.129
15 C -1.48 -5.60 2.42  -0.135
16 C -2.02 -4.41 1.94  -0.058
17 C -1.43 -3.19 2.19  -0.193
18 N -2.07 -1.96 1.79  -0.214
19 C -2.78 -1.36 2.91  -0.081
20 C -2.93 -2.05 0.63  -0.122
21 H 0.17 0.68 6.05  0.087
22 H -0.45 -0.68 5.07  0.071
23 H -1.13 0.95 4.87  0.077
24 H 1.53 2.40 4.98  0.082
25 H 0.22 2.65 3.81  0.066
26 H 1.85 2.28 3.23  0.075
27 H 3.29 1.11 4.77  0.097
28 H 5.18 -0.48 4.69  0.087
29 H 4.79 -2.77 3.79  0.093
30 H 2.57 -3.44 3.04  0.092
31 H 1.11 -4.29 4.14  0.087
32 H 0.06 -6.42 3.67  0.090
33 H -1.95 -6.55 2.20  0.081
34 H -2.94 -4.45 1.35  0.093
35 H -3.62 -1.99 3.23  0.094
36 H -3.17 -0.38 2.62  0.040
37 H -2.09 -1.24 3.75  0.066
38 H -3.88 -2.58 0.83  0.085
39 H -2.41 -2.56 -0.18  0.053
40 H -3.18 -1.04 0.29  0.078
41 N 3.86 -0.20 0.93  0.029
42 C 3.69 1.25 0.98  -0.189
43 C 2.26 1.72 0.71  -0.664
44 O 2.07 2.95 0.69  -0.056
45 O 1.36 0.84 0.55  -0.106
46 H 2.92 -0.61 0.90  0.043
47 H 4.27 -0.53 1.79  0.032
48 H 4.33 1.75 0.25  0.104
49 H 3.95 1.66 1.96  0.105
50 C -3.06 -1.60 -3.16  -0.139
51 C -1.63 -2.03 -3.48  -0.712
52 C -1.46 -3.47 -3.00  -0.134
53 C -1.42 -1.97 -4.99  -0.120
54 Sb -0.29 -0.76 -2.23  1.636
55 C -0.15 1.08 -3.44  -0.704
56 C 0.52 2.11 -2.54  -0.140
57 C 0.62 0.98 -4.76  -0.113
58 C -1.57 1.55 -3.73  -0.145
59 C 1.67 -1.71 -2.54  -0.703
60 C 1.92 -2.35 -3.90  -0.119
61 C 1.77 -2.77 -1.44  -0.131
62 C 2.74 -0.66 -2.28  -0.126
63 H -3.77 -2.25 -3.69  0.083
64 H -3.27 -0.57 -3.47  0.055
65 H -3.28 -1.67 -2.10  0.048
66 H -2.23 -4.10 -3.46  0.083
67 H -1.57 -3.56 -1.91  0.059
68 H -0.49 -3.89 -3.27  0.055
69 H -2.10 -2.67 -5.48  0.081
70 H -0.40 -2.23 -5.28  0.057
71 H -1.64 -0.98 -5.39  0.055
72 H 1.54 1.85 -2.27  0.067
73 H -0.02 2.23 -1.59  0.055
74 H 0.54 3.08 -3.05  0.084
75 H 1.67 0.75 -4.60  0.057
76 H 0.57 1.94 -5.28  0.083
77 H 0.20 0.22 -5.43  0.057
78 H -2.20 1.54 -2.83  0.058
79 H -2.06 0.94 -4.49  0.056
80 H -1.55 2.58 -4.11  0.082
81 H 1.24 -3.18 -4.11  0.053
82 H 2.94 -2.75 -3.92  0.084
83 H 1.83 -1.62 -4.71  0.062
84 H 1.03 -3.57 -1.55  0.062
85 H 1.65 -2.34 -0.44  0.067
86 H 2.76 -3.24 -1.47  0.087
87 H 2.81 0.07 -3.08  0.058
88 H 3.72 -1.15 -2.19  0.089
89 H 2.58 -0.13 -1.34  0.042
90 C 0.79 5.82 0.71  -0.074
91 C -0.20 5.05 -0.15  -0.230
92 N -0.57 3.79 0.49  0.026
93 C -1.79 3.37 0.74  -0.827
94 S -2.17 2.15 1.85  0.659
95 N -2.84 4.02 0.11  -0.029
96 C -2.87 4.13 -1.35  -0.265
97 C -3.55 5.41 -1.81  -0.088
98 H 1.07 6.75 0.21  0.070
99 H 1.68 5.22 0.88  0.056
100 H 0.34 6.06 1.67  0.078
101 H 0.24 4.85 -1.13  0.110
102 H -1.11 5.64 -0.30  0.095
103 H 0.25 3.24 0.79  0.092
104 H -3.71 3.67 0.49  0.088
105 H -3.39 3.26 -1.77  0.109
106 H -1.85 4.08 -1.74  0.090
107 H -4.57 5.46 -1.42  0.071
108 H -3.61 5.45 -2.90  0.071
109 H -3.01 6.29 -1.45  0.065

For the total energy, the calculation gives -72146.7411 eV. For the relative energy (zero: lowest compared OMol25 entry of this formula, charge and spin), the calculation gives 0.0 kcal per mole. Its lowest unoccupied orbital energy is 2.1 eV. The total charge is -1.

---

# C38H80F18N4O22PS6

A 11-piece molecular cluster, C38H80F18N4O22PS6 overall at a distorted geometry (wB97M-V/def2-TZVPD, the OMol25 dataset).

Each line ends with the Löwdin charge.
Atoms and positions in Å:
1 C -5.25 0.59 8.06  0.012
2 C -3.90 0.81 7.51  -0.333
3 O -2.89 1.11 8.14  0.164
4 N -3.83 0.64 5.95  0.106
5 H -4.58 0.02 5.68  0.154
6 H -4.02 1.51 5.47  0.140
7 C -2.52 -0.05 5.51  0.029
8 H -5.48 1.15 8.97  0.105
9 H -5.33 -0.48 8.28  0.108
10 H -6.08 0.73 7.37  0.092
11 H -1.79 0.72 5.74  0.083
12 H -2.57 -0.15 4.43  0.078
13 H -2.46 -0.98 6.09  0.103
14 C -0.96 4.02 6.92  0.020
15 C 0.44 4.52 7.00  -0.362
16 O 0.71 5.69 7.24  0.137
17 N 1.60 3.53 6.80  0.120
18 H 2.33 3.84 7.43  0.174
19 H 1.31 2.60 7.07  0.089
20 C 2.00 3.48 5.30  0.068
21 H -1.04 3.44 7.84  0.099
22 H -1.01 3.39 6.03  0.065
23 H -1.69 4.82 6.96  0.107
24 H 2.48 4.43 5.04  0.083
25 H 1.15 3.11 4.71  0.087
26 H 2.75 2.70 5.24  0.104
27 C -0.35 0.76 1.11  0.034
28 N 0.77 -0.10 1.82  -0.244
29 C -0.01 -1.22 2.64  0.030
30 C 1.62 -0.86 0.81  -0.010
31 C 1.77 0.63 2.87  -0.035
32 C 2.55 1.79 2.24  -0.233
33 O 1.66 2.84 1.98  -0.079
34 H 0.17 1.50 0.50  0.085
35 H -0.90 1.35 1.84  0.067
36 H -0.93 -0.02 0.63  0.082
37 H 0.56 -1.77 3.39  0.091
38 H -0.48 -1.80 1.85  0.086
39 H -0.84 -0.60 2.96  0.063
40 H 2.23 -1.63 1.28  0.105
41 H 2.30 -0.17 0.32  0.094
42 H 1.08 -1.49 0.10  0.087
43 H 2.45 -0.20 3.10  0.113
44 H 1.15 0.81 3.75  0.108
45 H 3.13 1.45 1.38  0.082
46 H 3.42 2.10 2.83  0.132
47 H 2.18 3.64 1.88  0.026
48 C 0.60 6.91 -2.90  0.018
49 N 0.03 5.82 -1.91  -0.258
50 C -0.97 6.50 -0.94  0.021
51 C -0.94 4.98 -2.79  0.006
52 C 1.02 4.89 -1.14  -0.046
53 C 2.17 4.55 -2.03  -0.222
54 O 3.09 5.63 -2.05  -0.063
55 H 1.16 6.51 -3.74  0.094
56 H 1.14 7.68 -2.35  0.106
57 H -0.23 7.35 -3.44  0.088
58 H -0.37 7.27 -0.46  0.097
59 H -1.15 5.78 -0.14  0.092
60 H -1.88 6.87 -1.42  0.107
61 H -1.59 4.41 -2.13  0.083
62 H -0.30 4.28 -3.33  0.095
63 H -1.52 5.64 -3.44  0.098
64 H 0.49 3.96 -0.97  0.123
65 H 1.30 5.29 -0.17  0.138
66 H 1.96 4.46 -3.10  0.116
67 H 2.80 3.72 -1.74  0.145
68 H 3.42 5.66 -2.95  0.085
69 C -5.90 -3.32 -2.06  -0.115
70 C -4.59 -4.06 -2.20  -0.237
71 C -3.81 -3.87 -3.55  -0.227
72 C -2.79 -4.98 -3.72  -0.266
73 P -1.18 -4.51 -4.50  1.040
74 C -0.10 -5.95 -4.46  -0.269
75 C 0.95 -5.98 -5.53  -0.273
76 C 1.43 -7.38 -5.76  -0.256
77 C 2.21 -8.17 -4.63  -0.069
78 C -0.34 -3.21 -3.47  -0.228
79 C 1.23 -3.08 -3.52  -0.197
80 C 1.58 -1.68 -2.99  -0.212
81 C 1.86 -0.57 -4.10  -0.063
82 C -1.37 -3.77 -6.14  -0.292
83 C -0.27 -3.16 -6.99  -0.206
84 C -0.92 -2.91 -8.46  -0.216
85 C -0.70 -4.18 -9.28  -0.124
86 H -6.48 -3.68 -1.21  0.070
87 H -6.63 -3.34 -2.88  0.070
88 H -5.83 -2.23 -1.97  0.066
89 H -4.88 -5.09 -2.01  0.105
90 H -3.82 -3.86 -1.46  0.114
91 H -3.42 -2.86 -3.67  0.109
92 H -4.51 -3.97 -4.38  0.107
93 H -3.22 -5.92 -4.06  0.105
94 H -2.31 -5.38 -2.83  0.091
95 H -0.62 -6.89 -4.67  0.103
96 H 0.19 -6.04 -3.42  0.099
97 H 1.80 -5.36 -5.24  0.117
98 H 0.56 -5.61 -6.48  0.091
99 H 2.12 -7.28 -6.59  0.107
100 H 0.57 -8.01 -6.02  0.101
101 H 3.20 -7.70 -4.58  0.069
102 H 2.49 -9.11 -5.11  0.066
103 H 1.77 -8.24 -3.64  0.070
104 H -0.70 -3.44 -2.47  0.079
105 H -0.92 -2.30 -3.63  0.077
106 H 1.55 -3.10 -4.56  0.085
107 H 1.75 -3.92 -3.06  0.097
108 H 2.44 -1.90 -2.35  0.096
109 H 0.87 -1.19 -2.33  0.075
110 H 1.90 0.45 -3.72  0.062
111 H 1.07 -0.58 -4.85  0.052
112 H 2.81 -0.67 -4.62  0.062
113 H -2.16 -3.02 -6.06  0.107
114 H -1.76 -4.67 -6.62  0.083
115 H 0.74 -3.56 -7.01  0.101
116 H -0.14 -2.14 -6.60  0.096
117 H -0.24 -2.25 -9.00  0.094
118 H -1.91 -2.46 -8.47  0.108
119 H -1.25 -4.20 -10.23  0.069
120 H -1.19 -4.97 -8.72  0.053
121 H 0.36 -4.39 -9.44  0.079
122 C 2.22 7.71 2.40  -0.648
123 F 2.63 8.94 2.72  0.117
124 F 1.00 7.49 2.84  0.139
125 F 2.03 7.68 1.05  0.057
126 S 3.60 6.46 2.90  0.534
127 O 3.08 5.20 2.43  -0.346
128 O 4.87 6.83 2.22  -0.332
129 O 3.63 6.61 4.39  -0.371
130 C -3.24 4.08 1.90  -0.640
131 F -2.32 3.79 1.01  0.126
132 F -3.54 5.40 1.94  0.124
133 F -4.32 3.32 1.72  0.122
134 S -2.49 3.50 3.60  0.496
135 O -3.48 4.03 4.56  -0.362
136 O -2.39 2.02 3.66  -0.376
137 O -1.17 4.05 3.59  -0.304
138 C -3.43 1.60 -1.62  -0.760
139 F -3.76 2.74 -2.10  0.169
140 F -3.16 1.81 -0.35  0.136
141 F -4.43 0.79 -1.73  0.168
142 S -1.87 0.89 -2.52  0.562
143 O -2.18 0.90 -4.01  -0.389
144 O -0.82 1.88 -2.16  -0.385
145 O -1.51 -0.42 -1.90  -0.375
146 C 1.18 -5.44 -0.27  -0.678
147 F 0.86 -6.64 -0.78  0.105
148 F 2.38 -5.02 -0.75  0.101
149 F 0.33 -4.52 -0.58  0.130
150 S 1.23 -5.48 1.66  0.445
151 O 0.15 -6.32 2.06  -0.339
152 O 2.48 -6.02 1.99  -0.303
153 O 0.99 -4.05 2.09  -0.373
154 C 0.59 -2.10 7.05  -0.703
155 F 1.22 -3.09 7.67  0.156
156 F 0.30 -2.28 5.82  0.160
157 F -0.48 -1.82 7.75  0.133
158 S 1.76 -0.47 6.99  0.580
159 O 2.64 -0.60 8.17  -0.356
160 O 2.54 -0.60 5.71  -0.363
161 O 0.83 0.71 6.95  -0.419
162 C 5.99 -1.25 -0.56  -0.635
163 F 6.70 -2.22 0.09  0.086
164 F 6.63 -0.95 -1.69  0.110
165 F 4.80 -1.70 -0.95  0.111
166 S 5.87 0.21 0.67  0.477
167 O 7.18 0.45 1.26  -0.334
168 O 5.39 1.34 -0.15  -0.378
169 O 4.89 -0.18 1.67  -0.342

For the total energy, the calculation gives -214919.3410 eV. Its lowest unoccupied orbital energy is 0.3 eV. The total charge is -1.

---

# C6H10N2

C6H10N2 as an isolated structure at a distorted geometry (wB97M-V/def2-TZVPD, the OMol25 dataset).

Each line ends with the natural charge from an NBO analysis.
Atoms and positions in Å:
1 C -0.40 1.58 -0.17  -0.397
2 C 0.85 0.68 0.30  -0.087
3 C 2.19 0.16 -0.06  -0.261
4 C 0.17 -1.63 -0.17  -0.284
5 C -0.93 -0.81 0.15  -0.056
6 C -1.29 0.47 -0.62  -0.065
7 H -0.10 2.32 -0.76  0.217
8 H -0.65 1.90 0.93  0.192
9 H 0.38 0.37 1.32  0.167
10 H 2.78 0.42 -0.89  0.210
11 H 2.89 -0.59 0.66  0.203
12 H 0.17 -2.43 -1.08  0.236
13 H 0.33 -1.82 0.87  0.209
14 H -0.72 -0.23 1.13  0.145
15 H -2.92 -0.18 0.90  0.377
16 H -1.24 0.49 -1.82  0.201
17 N 0.83 -0.43 -0.63  -0.406
18 N -2.34 -0.27 -0.07  -0.601

For the total energy, the calculation gives -9354.5037 eV. For the relative energy (zero: lowest compared OMol25 entry of this formula, charge and spin), the calculation gives 229.1 kcal per mole. Its lowest unoccupied orbital energy is 1.0 eV. The total charge is 0.

---

# H3NS2

A 2-piece molecular cluster, H3NS2 overall at a distorted geometry (wB97M-V/def2-TZVPD, the OMol25 dataset).

Each line ends with the natural charge from an NBO analysis.
Atoms and positions in Å:
1 N 0.85 0.60 0.01  -0.865
2 S 0.03 -1.82 -0.99  -0.161
3 S -0.02 1.17 1.17  0.461
4 H 1.54 -0.10 0.16  0.391
5 H -1.15 -1.38 -0.82  0.081
6 H -1.25 1.53 0.46  0.093

For the total energy, the calculation gives -23205.6683 eV. For the relative energy (zero: lowest compared OMol25 entry of this formula, charge and spin), the calculation gives 76.5 kcal per mole. Its lowest unoccupied orbital energy (alpha / beta) is -1.8 / -0.9 eV. The total charge is 0.

---

# C4H4F3N

A 2-piece molecular cluster, C4H4F3N overall at a distorted geometry (wB97M-V/def2-TZVPD, the OMol25 dataset).

Each line ends with the natural charge from an NBO analysis.
Atoms and positions in Å:
1 C -0.62 0.56 -0.85  0.043
2 C 0.50 0.74 -0.03  0.102
3 C 1.51 -0.04 0.70  -0.680
4 C 0.08 2.55 1.19  0.888
5 N 0.41 1.03 -1.53  -0.272
6 F 1.27 3.15 1.50  -0.354
7 F -0.61 3.36 0.35  -0.345
8 F -0.57 2.29 2.30  -0.324
9 H -1.68 0.30 -0.81  0.228
10 H 2.00 0.67 1.32  0.256
11 H 1.89 -0.62 -0.06  0.235
12 H 1.00 -0.65 1.41  0.224

For the total energy, the calculation gives -13850.8162 eV. For the relative energy (zero: lowest compared OMol25 entry of this formula, charge and spin), the calculation gives 75.8 kcal per mole. Its lowest unoccupied orbital energy is 0.4 eV. The total charge is 0.

---

# C6H9NO

An isolated molecule of C6H9NO at a distorted geometry (wB97M-V/def2-TZVPD, the OMol25 dataset).

Each line ends with the natural charge from an NBO analysis.
Atoms and positions in Å:
1 C -0.01 -1.21 0.55  -0.432
2 C 1.17 -1.55 -0.33  -0.635
3 C -0.77 0.36 0.53  0.351
4 C -1.46 0.00 -1.03  0.574
5 C 0.29 1.39 0.30  -0.291
6 C 0.30 2.52 1.01  -0.329
7 N -1.58 -0.63 -2.02  -0.651
8 O -1.62 0.48 1.43  -0.717
9 H -1.80 -0.47 -2.99  0.454
10 H -0.84 -1.91 0.45  0.203
11 H 0.27 -1.18 1.60  0.229
12 H 1.01 1.23 -0.50  0.198
13 H 2.01 -0.88 -0.15  0.210
14 H 0.92 -1.54 -1.39  0.197
15 H 1.52 -2.56 -0.09  0.223
16 H 1.01 3.31 0.83  0.195
17 H -0.41 2.64 1.81  0.222

For the total energy, the calculation gives -9901.3088 eV. For the relative energy (zero: lowest compared OMol25 entry of this formula, charge and spin), the calculation gives 99.1 kcal per mole. Its lowest unoccupied orbital energy is 0.1 eV. The total charge is 0.

---

- Which value of total charge does entry 6 give?
  0

---

Please write out number 4 again, unchanged.
# H3NS2

A 2-piece molecular cluster, H3NS2 overall at a distorted geometry (wB97M-V/def2-TZVPD, the OMol25 dataset).

Each line ends with the natural charge from an NBO analysis.
Atoms and positions in Å:
1 N 0.85 0.60 0.01  -0.865
2 S 0.03 -1.82 -0.99  -0.161
3 S -0.02 1.17 1.17  0.461
4 H 1.54 -0.10 0.16  0.391
5 H -1.15 -1.38 -0.82  0.081
6 H -1.25 1.53 0.46  0.093

For the total energy, the calculation gives -23205.6683 eV. For the relative energy (zero: lowest compared OMol25 entry of this formula, charge and spin), the calculation gives 76.5 kcal per mole. Its lowest unoccupied orbital energy (alpha / beta) is -1.8 / -0.9 eV. The total charge is 0.

---

- total charge of number 6 (C6H9NO)?
  0